# 1
The following is a DFT calculation (ωB97M-V/def2-TZVPD) of one molecule with the formula C3H9NS at a distorted geometry.

Last column: Mulliken charge in e.
Cartesian coordinates (Å):
1 C 1.551 -0.370 -1.225  -0.810
2 C -0.040 -0.480 -1.099  -0.745
3 C -0.797 -0.288 1.776  -0.866
4 N -0.890 1.895 0.464  -0.584
5 S -1.291 0.475 0.185  0.244
6 H 1.791 -1.334 -1.606  0.305
7 H 1.866 0.492 -1.936  0.244
8 H -0.309 -1.479 -0.844  0.419
9 H -0.526 -0.031 -1.898  0.377
10 H 2.136 -0.320 -0.281  0.260
11 H 0.174 0.120 2.024  0.292
12 H -1.467 -0.014 2.670  0.292
13 H -0.647 -1.347 1.682  0.342
14 H -1.554 2.682 0.087  0.232

Output
Energy above the lowest of the compared OMol25 structures with the same formula, charge and spin in kJ/mol: 292.92
Calculated total energy in eV: -15579.2947
E_HOMO in eV: -8.14
Max |F| in eV/A: 5.3
Total charge: 0
Orbital gap in eV: 9.01


# 2
The following is a DFT calculation (ωB97M-V/def2-TZVPD) of C3H9NS as an isolated structure at a distorted geometry.

Last column: Mulliken charge in e.
Cartesian coordinates (Å):
1 C -1.286 1.019 0.158  -1.364
2 C 0.005 0.265 0.444  0.714
3 C 0.779 0.083 -0.867  -1.071
4 S 2.520 -0.288 -0.469  -0.218
5 N -0.394 -1.045 0.909  -0.681
6 H -1.145 1.881 -0.515  0.314
7 H -1.886 1.339 1.046  0.329
8 H -2.066 0.367 -0.346  0.353
9 H 0.707 0.761 1.139  0.302
10 H 0.273 -0.760 -1.376  0.459
11 H 0.806 0.926 -1.551  0.291
12 H 2.088 -1.776 -1.294  0.171
13 H 0.449 -1.610 0.916  0.197
14 H -0.849 -1.162 1.805  0.203

Output
Energy above the lowest of the compared OMol25 structures with the same formula, charge and spin in kJ/mol: 179.74
Calculated total energy in eV: -15580.4677
E_HOMO in eV: -9.13
Max |F| in eV/A: 5.3
Total charge: 0
Orbital gap in eV: 9.01